Here is 13 unconnected molecules or ions with the total composition H26O13 at a distorted geometry from OMol25. Energies are from ωB97M-V/def2-TZVPD.

The value obtained for the HOMO energy is -10.90 eV. The HOMO-LUMO gap is 0.4132 Ha. Its total charge is 0. For the total energy, the calculation gives -993.7624 hartree. The value obtained for the LUMO energy is 0.013 hartree.

The geometry in XYZ format:
```
39
H26O13, DFT ωB97M-V/def2-TZVPD
O 11.88 7.58 6.39
H 11.02 7.85 6.76
H 12.01 6.73 6.84
O 9.47 8.18 7.96
H 8.57 8.26 7.72
H 9.54 8.66 8.79
O 9.25 5.32 8.02
H 8.81 4.78 8.69
H 9.49 6.21 8.26
O 11.92 4.66 7.27
H 12.16 4.17 6.50
H 10.91 4.63 7.24
O 11.21 6.37 3.93
H 11.69 6.41 3.12
H 11.62 6.97 4.62
O 4.02 6.95 6.03
H 3.42 6.65 5.33
H 4.42 6.15 6.43
O 7.68 1.67 7.81
H 8.59 1.40 7.77
H 7.51 2.12 8.62
O 7.43 3.78 6.01
H 7.55 2.99 6.54
H 8.30 4.05 5.88
O 6.52 3.43 9.60
H 5.95 3.96 9.05
H 6.20 3.39 10.48
O 6.58 8.19 7.40
H 5.85 8.81 7.30
H 6.88 7.91 6.49
O 7.83 6.68 5.23
H 8.56 6.05 5.11
H 7.11 6.05 5.13
O 6.07 5.52 7.93
H 6.33 6.45 7.97
H 6.74 5.12 7.37
O 9.60 4.47 4.53
H 10.13 5.22 4.25
H 9.26 3.88 3.84
```